Record 1
Below is C31H24Cl3N6O3S3V as an isolated structure, with properties calculated with the ωB97M-V functional and the def2-TZVPD basis.

Values from the calculation:
Multiplicity: 4
Total charge: -1
Total energy: -5269.264073 Ha
Energy above the lowest of the compared OMol25 structures with the same formula, charge and spin: 13.2 kcal/mol
<S²>: 3.789
Highest occupied orbital energy (spin up / spin down): -3.48 / -5.15 eV

Each line ends with the Löwdin spin population.
Cartesian coordinates (Å):
V -0.11 -0.01 -0.17  2.225
Cl -3.94 1.89 -1.51  0.001
Cl -3.66 6.91 0.43  0.001
Cl 0.14 3.35 1.77  0.002
S 1.27 -3.06 0.08  0.004
S 3.31 0.60 3.79  0.002
S 2.98 0.61 0.83  0.000
O 1.16 -2.68 1.46  0.006
O -1.42 1.50 -0.05  0.026
O 0.69 -4.32 -0.30  0.001
N -0.31 0.12 -2.29  -0.004
N -1.91 -1.18 0.35  0.085
N 0.06 -0.11 1.82  0.066
N 0.76 -1.85 -0.86  0.012
N 1.02 0.20 2.77  0.001
N 2.00 2.04 -1.18  0.038
C 1.63 1.14 -0.36  0.004
C -0.70 1.19 -2.93  0.021
C -2.98 5.30 0.29  0.005
C -4.33 -1.95 1.45  0.024
C -0.10 -1.06 -4.38  -0.001
C -0.84 1.23 -4.33  -0.002
C 5.77 -3.42 -0.63  0.000
C 0.56 -2.10 -2.23  -0.001
C 3.75 -4.07 0.52  0.000
C 5.02 -2.52 -1.38  0.000
C -3.07 3.08 -0.58  0.004
C 7.26 -3.54 -0.83  0.000
C -2.87 -1.68 -0.41  0.009
C -3.62 4.35 -0.49  -0.001
C 5.11 -4.19 0.32  0.000
C 0.87 -3.25 -2.94  0.009
C -0.56 0.10 -5.04  0.017
C 3.66 -2.38 -1.19  0.000
C 0.69 -3.31 -4.33  -0.002
C -4.09 -2.09 0.08  0.072
C -1.88 2.69 0.07  0.005
C -1.29 3.70 0.86  0.005
C 0.22 -2.26 -5.06  0.007
C -3.35 -1.43 2.25  0.046
C 4.59 1.72 3.23  0.001
C 2.21 0.45 2.39  0.006
C -1.82 4.98 0.97  0.000
C -1.05 -0.52 2.44  0.223
C 3.02 -3.17 -0.24  0.000
C 0.04 -1.00 -2.98  0.006
C -2.12 -1.05 1.68  0.058
H 0.11 -2.31 -6.14  0.000
H 5.68 -4.90 0.92  0.000
H -2.65 -1.76 -1.47  -0.001
H -0.92 2.06 -2.32  0.001
H 7.50 -3.66 -1.89  0.000
H 2.93 2.39 -0.96  0.001
H 5.25 1.27 2.49  0.000
H 1.24 -4.12 -2.43  0.001
H 7.67 -4.38 -0.29  0.000
H 5.52 -1.90 -2.12  0.000
H -0.67 0.08 -6.12  0.001
H 7.77 -2.64 -0.49  0.000
H -4.84 -2.50 -0.58  0.005
H -1.06 -0.52 3.52  0.013
H 3.25 -4.67 1.27  0.000
H 3.10 -1.65 -1.75  0.000
H -3.49 -1.31 3.32  0.001
H -5.28 -2.26 1.88  0.000
H 4.18 2.64 2.83  0.000
H -1.32 5.71 1.58  0.000
H -1.18 2.14 -4.80  -0.001
H -4.54 4.58 -1.01  0.000
H 0.95 -4.24 -4.83  0.000
H 5.18 1.96 4.12  0.000

Record 2
Below is C16H16BN6O6RbS as an isolated structure at a distorted geometry, with properties calculated with the ωB97M-V functional and the def2-TZVPD basis.

Values from the calculation:
Multiplicity: 1
Total charge: -2
Total energy: -1846.555318 Ha
Energy above the lowest of the compared OMol25 structures with the same formula, charge and spin: 0.0 kcal/mol
Highest occupied orbital energy: -0.57 eV

Each line ends with the natural charge from an NBO analysis.
Cartesian coordinates (Å):
Rb -0.03 0.13 -0.61  0.937
S -0.88 -2.22 -3.06  1.293
O -0.67 2.10 -2.64  -0.747
O -0.05 4.22 -4.65  -0.641
O 2.31 3.33 -6.15  -0.626
O 3.13 0.71 -5.10  -0.655
O -1.53 -1.83 -1.78  -1.023
O 1.28 0.04 -2.86  -0.790
N -0.55 -1.23 3.18  -0.331
N -0.79 1.70 1.99  -0.275
N -0.58 1.32 3.26  -0.334
N 1.65 0.06 3.22  -0.335
N 2.05 0.14 1.93  -0.265
N -0.68 -1.57 1.89  -0.272
C 2.20 1.40 -4.68  0.312
C -1.71 3.22 3.38  -0.389
C -1.18 -2.12 3.97  -0.040
C -1.84 -3.63 -3.67  -0.833
C -1.47 2.83 2.05  -0.069
C 1.77 2.72 -5.23  0.337
C -1.75 -3.09 3.16  -0.391
C 3.86 0.07 3.28  -0.389
C -1.12 2.21 4.12  -0.040
C 0.57 3.17 -4.46  0.322
C 2.72 0.02 4.04  -0.040
C -1.40 -1.01 -4.27  -0.838
C 3.38 0.14 1.96  -0.071
C -1.40 -2.68 1.86  -0.073
C 1.28 1.07 -3.59  0.260
C 0.29 2.13 -3.46  0.266
B 0.18 0.04 3.66  0.585
H -1.11 -0.04 -3.84  0.298
H 4.89 0.05 3.61  0.206
H -1.03 2.06 5.18  0.201
H -2.33 -3.94 3.47  0.204
H -1.64 -3.13 0.91  0.206
H -2.47 -1.05 -4.44  0.208
H -0.83 -1.16 -5.20  0.233
H -1.74 3.33 1.13  0.207
H -1.48 -3.90 -4.67  0.217
H 3.92 0.20 1.03  0.202
H -2.22 4.09 3.74  0.206
H -1.68 -4.46 -2.98  0.225
H -2.90 -3.37 -3.70  0.217
H -1.18 -2.00 5.04  0.201
H 0.18 0.00 4.88  -0.079
H 2.57 -0.04 5.11  0.201

Record 3
Below is a 3-piece molecular cluster, C38H39BF6O4 overall at a distorted geometry, with properties calculated with the ωB97M-V functional and the def2-TZVPD basis.

Values from the calculation:
Multiplicity: 1
Total charge: 0
Total energy: -2396.424915 Ha
Energy above the lowest of the compared OMol25 structures with the same formula, charge and spin: 67.1 kcal/mol
Highest occupied orbital energy: -6.18 eV

Each line ends with the Löwdin charge.
Cartesian coordinates (Å):
F 3.85 4.83 3.69  0.116
F 2.16 5.71 2.58  0.112
F 6.62 1.81 0.30  0.119
F 4.22 5.97 1.84  0.118
F 5.52 -0.07 0.69  0.113
F 5.36 0.91 -1.27  0.114
O 3.48 -3.91 -3.57  -0.009
O -0.40 2.01 1.79  0.065
O -4.48 -3.56 1.57  -0.075
O 0.41 -0.09 1.06  0.073
C -1.86 1.45 3.57  0.001
C -3.76 -3.31 0.44  -0.254
C 4.24 1.93 0.55  -0.099
C -2.49 -3.88 0.19  -0.007
C -1.25 3.61 -0.39  -0.023
C -0.57 1.27 -1.05  -0.151
C 3.31 -4.13 -5.02  -0.109
C -0.21 -1.53 2.86  -0.001
C 0.62 1.20 3.80  0.004
C -4.30 -2.38 -0.48  0.009
C 1.08 -2.05 -1.54  -0.031
C -1.20 -1.31 -2.25  0.030
C -1.67 -3.29 -0.77  -0.004
C 2.99 1.36 0.34  0.051
C -3.59 4.19 -0.30  -0.103
C 5.44 1.16 0.07  -0.513
C 4.39 3.13 1.22  0.061
C 3.37 5.07 2.43  -0.509
C 2.11 -3.31 -5.50  -0.099
C 1.86 2.02 0.80  -0.049
C 3.24 3.80 1.63  -0.093
C 0.46 -1.99 -3.93  0.047
C -3.94 2.92 -0.79  -0.094
C -0.58 1.09 2.86  -0.472
C -0.59 -0.29 2.08  -0.454
C -2.25 4.53 -0.12  -0.077
C -3.48 -1.78 -1.40  -0.026
C 0.52 1.48 -2.02  -0.080
C -1.95 -0.50 1.44  0.005
C 2.25 -2.72 -1.84  0.029
C -2.09 -2.12 -1.48  -0.226
C -1.58 2.29 -0.82  -0.225
C -2.94 1.99 -1.06  -0.050
C 1.98 3.29 1.37  0.048
C 0.13 -1.75 -2.57  -0.230
C 2.47 -3.09 -3.18  -0.213
C 1.60 -2.70 -4.23  -0.148
C -3.90 -4.38 2.61  -0.043
B 0.45 1.31 0.89  -0.704
H -0.23 -2.40 2.19  0.086
H -2.16 0.62 4.22  0.092
H 1.35 -3.95 -5.98  0.124
H -4.67 -4.42 3.39  0.097
H 2.97 -3.01 -1.09  0.125
H 0.99 2.45 -1.83  0.092
H -1.65 -0.53 -2.89  0.129
H -0.93 -1.69 3.67  0.091
H -3.89 -1.06 -2.11  0.118
H 0.18 1.48 -3.07  0.087
H 2.90 0.40 -0.17  0.130
H 3.15 -5.21 -5.18  0.122
H -1.97 5.52 0.25  0.105
H -3.19 1.00 -1.46  0.088
H -4.37 4.92 -0.07  0.095
H -0.70 -3.74 -0.98  0.122
H 0.76 2.24 4.11  0.099
H 0.80 -1.43 3.28  0.090
H -2.98 -3.93 3.01  0.093
H -0.92 0.25 -0.90  0.066
H 4.24 -3.84 -5.52  0.122
H -3.69 -5.40 2.24  0.094
H 0.45 0.59 4.70  0.093
H 0.84 -1.79 -0.51  0.117
H -1.86 -1.28 0.68  0.060
H -1.69 2.34 4.19  0.093
H -0.20 3.88 -0.26  0.110
H -2.13 -4.73 0.77  0.115
H 2.42 -2.54 -6.22  0.123
H 5.38 3.55 1.41  0.135
H -2.66 1.68 2.86  0.093
H -4.98 2.66 -0.98  0.098
H 1.11 3.87 1.67  0.128
H -2.34 0.41 0.97  0.094
H -5.35 -2.09 -0.37  0.128
H 1.28 0.70 -1.91  0.069
H 1.56 0.87 3.32  0.098
H -0.24 -1.69 -4.71  0.131
H -2.68 -0.86 2.18  0.104